1.
Computed, not measured: a molecular structure, C40H71BrCaN3O2Si, with ωB97M-V with the def2-TZVPD basis set.

Positions of all 119 atoms, in Å:
Ca: -0.08 -2.06 -1.70
C: 2.99 4.50 -1.16
C: 3.44 3.74 -2.41
C: 4.96 3.88 -2.53
C: 2.81 4.36 -3.66
C: 2.99 2.29 -2.28
C: 1.66 1.97 -2.23
C: 1.22 0.63 -2.08
N: -0.02 0.15 -2.03
C: -1.23 0.68 -1.99
C: -1.61 2.04 -1.86
C: -2.92 2.42 -1.84
C: -3.91 1.41 -1.93
C: -3.65 0.07 -2.02
C: -2.28 -0.35 -2.05
O: -1.94 -1.56 -2.13
C: -4.84 -0.89 -2.10
C: -5.72 -0.69 -0.85
C: -5.64 -0.55 -3.37
C: -4.48 -2.37 -2.17
C: -3.39 3.86 -1.73
C: -2.25 4.86 -1.59
C: -4.30 4.01 -0.50
C: -4.18 4.20 -3.01
C: 2.23 -0.45 -1.98
O: 1.83 -1.62 -1.78
C: 3.61 -0.09 -2.09
C: 3.93 1.24 -2.21
C: 4.76 -1.10 -2.08
C: 5.68 -0.77 -0.90
C: 4.33 -2.56 -1.94
C: 5.52 -0.97 -3.41
H: 3.32 5.54 -1.22
H: 3.42 4.05 -0.27
H: 1.91 4.50 -1.05
H: 5.21 4.94 -2.63
H: 5.34 3.36 -3.40
H: 5.46 3.51 -1.64
H: 3.16 5.39 -3.78
H: 1.72 4.38 -3.61
H: 3.09 3.80 -4.55
H: 0.93 2.75 -2.35
H: -0.84 2.79 -1.76
H: -4.94 1.73 -1.91
H: -6.10 0.33 -0.78
H: -5.15 -0.91 0.05
H: -6.58 -1.36 -0.90
H: -6.02 0.47 -3.35
H: -6.49 -1.22 -3.46
H: -5.01 -0.67 -4.25
H: -3.93 -2.68 -1.28
H: -3.88 -2.59 -3.05
H: -5.40 -2.95 -2.22
H: -1.66 4.66 -0.70
H: -2.66 5.86 -1.51
H: -1.59 4.83 -2.46
H: -3.76 3.72 0.40
H: -5.19 3.39 -0.57
H: -4.61 5.04 -0.40
H: -3.55 4.04 -3.89
H: -4.49 5.24 -2.99
H: -5.06 3.58 -3.12
H: 4.97 1.50 -2.28
H: 5.12 -0.83 0.04
H: 6.11 0.22 -0.98
H: 6.49 -1.49 -0.85
H: 3.83 -2.73 -0.99
H: 5.22 -3.19 -1.98
H: 3.66 -2.86 -2.75
H: 5.95 0.02 -3.54
H: 4.85 -1.17 -4.24
H: 6.33 -1.70 -3.44
C: 1.86 -0.52 5.35
C: 1.77 -0.94 3.88
C: 2.82 -2.04 3.64
C: 2.18 0.25 3.00
Si: -0.04 -1.58 3.47
Br: -0.05 -1.60 0.98
C: -1.50 -0.33 3.84
C: -1.06 1.12 3.61
C: -2.72 -0.56 2.94
C: -1.93 -0.46 5.31
C: -0.39 -3.46 3.85
C: 0.44 -4.41 2.98
C: -1.86 -3.81 3.59
C: -0.10 -3.76 5.33
H: 2.88 -0.25 5.59
H: 1.56 -1.33 6.01
H: 1.23 0.34 5.56
H: 3.81 -1.63 3.82
H: 2.78 -2.40 2.62
H: 2.69 -2.87 4.33
H: 3.19 0.55 3.28
H: 1.53 1.10 3.13
H: 2.20 -0.03 1.95
H: -0.71 1.26 2.59
H: -0.29 1.43 4.30
H: -1.92 1.78 3.76
H: -2.46 -0.41 1.90
H: -3.49 0.15 3.21
H: -3.13 -1.56 3.06
H: -1.10 -0.30 5.99
H: -2.37 -1.43 5.51
H: -2.69 0.30 5.53
H: 0.20 -4.28 1.93
H: 0.21 -5.44 3.26
H: 1.51 -4.26 3.12
H: -2.14 -3.58 2.56
H: -2.53 -3.29 4.27
H: -2.01 -4.88 3.74
H: 0.96 -3.66 5.55
H: -0.38 -4.79 5.56
H: -0.66 -3.11 5.99
N: 1.23 -4.73 -1.98
N: -0.17 -4.46 -1.80
H: 1.45 -5.72 -1.84
H: 1.76 -4.18 -1.32
H: -0.58 -4.99 -1.03
H: -0.65 -4.77 -2.66

Properties
- total charge = +1
- Kohn-Sham gap (spin up / spin down) (eV) = 5.83 / 5.73
- LUMO level (spin up / spin down) (eV) = -4.13 / -4.17
- relative energy (zero: lowest compared OMol25 entry of this formula, charge and spin) (kcal per mole) = 17.7

---

2.
Computed, not measured: a molecular structure, C16H30FNO11S, with ωB97M-V with the def2-TZVPD basis set.

Positions of all 60 atoms, in Å:
N: -0.42 0.13 2.55
H: 0.37 -0.40 2.96
H: -0.40 0.88 2.96
H: -1.15 -0.61 2.66
H: -0.34 0.19 1.47
F: 1.46 1.91 1.57
C: 3.61 -1.47 -1.08
C: 3.80 -1.48 0.39
C: 2.67 -0.88 1.17
O: 2.29 -1.98 1.97
C: 2.95 -3.06 1.77
O: 2.77 -4.12 2.39
O: 3.85 -2.83 0.84
H: 4.30 -2.22 -1.61
H: 3.70 -0.45 -1.64
H: 2.39 -1.47 -1.36
H: 4.83 -1.31 0.63
H: 1.66 -0.53 0.75
H: 2.90 -0.15 1.88
C: -0.33 -6.23 -0.89
C: -0.38 -4.85 -1.56
C: -1.81 -4.21 -1.66
O: -1.68 -3.14 -0.84
C: -0.48 -2.99 -0.24
O: -0.37 -1.94 0.41
O: 0.33 -3.89 -0.70
H: 0.49 -6.60 -0.72
H: -0.87 -6.98 -1.49
H: -0.79 -6.20 0.15
H: 0.06 -4.97 -2.61
H: -2.52 -5.03 -1.31
H: -2.11 -3.91 -2.69
C: -0.67 1.12 -1.55
C: -0.42 0.53 -2.89
C: 1.00 0.91 -3.43
O: 1.53 -0.36 -3.84
C: 0.77 -1.40 -3.42
O: 0.93 -2.54 -3.75
O: -0.28 -0.98 -2.72
H: -1.50 1.05 -1.16
H: -0.39 2.08 -1.48
H: 0.25 0.73 -1.01
H: -1.25 0.74 -3.65
H: 1.56 1.23 -2.65
H: 0.85 1.52 -4.31
C: -1.28 5.82 1.33
C: -2.37 6.31 2.33
C: -2.78 5.26 3.15
S: -2.92 3.76 2.22
O: -4.29 3.65 1.63
O: -2.29 2.66 2.87
C: -1.76 4.35 0.99
H: -0.06 5.85 1.93
H: -1.20 6.27 0.18
H: -3.25 6.94 1.78
H: -1.93 7.20 2.94
H: -3.68 5.25 3.57
H: -1.86 4.98 3.72
H: -2.38 4.34 0.17
H: -1.07 3.58 0.91

Properties
- total charge = 0
- Kohn-Sham gap (eV) = 8.80
- LUMO level (eV) = 0.30
- relative energy (zero: lowest compared OMol25 entry of this formula, charge and spin) (kcal per mole) = 49.7

---

3.
Computed, not measured: C3H5NS2 in the gas phase, with ωB97M-V with the def2-TZVPD basis set.

Positions of all 11 atoms, in Å:
N: -2.66 0.23 0.64
C: -1.88 0.79 -0.46
C: -0.53 0.69 -0.88
C: 0.59 0.04 -0.29
S: 2.16 0.44 -0.70
S: 0.28 -1.22 1.03
H: -3.39 1.13 0.82
H: -2.28 -0.06 1.60
H: -2.52 1.22 -1.20
H: -0.35 1.14 -1.91
H: -1.01 -1.69 0.80

Properties
- SMILES = N/C=C\C(=S)S
- total charge = 0
- Kohn-Sham gap (eV) = 7.73
- LUMO level (eV) = -0.78
- relative energy (zero: lowest compared OMol25 entry of this formula, charge and spin) (kcal per mole) = 51.2

---

4.
Computed, not measured: a molecular structure, C32H40FN6O2SiTi, with ωB97M-V with the def2-TZVPD basis set.

Positions of all 83 atoms, in Å:
Ti: -0.07 -0.13 -0.18
C: -1.15 -0.83 2.70
N: 0.07 -0.27 2.06
C: 1.20 -1.23 2.29
C: 2.36 -1.02 1.38
C: 3.65 -1.30 1.77
C: 4.68 -1.20 0.85
C: 4.38 -0.80 -0.45
C: 3.06 -0.54 -0.77
N: 2.06 -0.67 0.11
C: 0.34 1.08 2.61
C: 1.23 1.89 1.72
C: 2.07 2.86 2.21
C: 2.78 3.65 1.32
C: 2.62 3.43 -0.04
C: 1.77 2.42 -0.46
N: 1.08 1.67 0.40
C: -2.35 -0.71 1.81
C: -3.63 -0.88 2.32
C: -4.72 -0.77 1.47
C: -4.49 -0.47 0.14
C: -3.19 -0.31 -0.30
N: -2.13 -0.46 0.52
H: -1.34 -0.31 3.65
H: -0.98 -1.87 2.96
H: 0.82 -2.22 2.08
H: 1.51 -1.20 3.34
H: 3.85 -1.59 2.79
H: 5.70 -1.41 1.13
H: 5.15 -0.70 -1.20
H: 2.79 -0.21 -1.76
H: 0.74 1.00 3.63
H: -0.63 1.59 2.68
H: 2.17 3.01 3.28
H: 3.45 4.43 1.68
H: 3.15 4.02 -0.78
H: 1.64 2.21 -1.51
H: -3.76 -1.08 3.38
H: -5.72 -0.89 1.85
H: -5.31 -0.34 -0.56
H: -2.97 -0.04 -1.32
C: -2.00 -1.46 -3.29
Si: -0.46 -0.38 -3.35
C: 1.12 -1.38 -3.42
C: -0.53 0.48 -5.00
N: -0.46 0.67 -1.82
C: -0.90 2.04 -1.90
C: -0.75 2.86 -3.02
C: -1.19 4.18 -3.02
C: -1.78 4.72 -1.89
C: -1.90 3.96 -0.74
C: -1.45 2.66 -0.78
F: -1.49 1.93 0.38
H: -1.90 -2.23 -4.07
H: -2.89 -0.89 -3.54
H: -2.17 -1.94 -2.33
H: 0.98 -2.14 -4.20
H: 1.47 -1.88 -2.52
H: 1.93 -0.74 -3.77
H: -0.56 -0.35 -5.72
H: 0.36 1.07 -5.23
H: -1.42 1.08 -5.16
H: -0.25 2.49 -3.90
H: -1.06 4.78 -3.91
H: -2.13 5.75 -1.90
H: -2.32 4.35 0.17
O: 1.36 -3.44 0.08
C: 0.40 -3.16 -0.59
O: -0.26 -2.01 -0.54
C: -0.19 -4.16 -1.60
N: -1.68 -4.34 -1.34
C: -1.89 -5.73 -0.74
C: -0.49 -6.18 -0.36
C: 0.38 -5.57 -1.46
H: -0.08 -3.73 -2.60
H: -2.21 -4.23 -2.20
H: -2.01 -3.60 -0.71
H: -2.31 -6.35 -1.53
H: -2.60 -5.66 0.08
H: -0.42 -7.27 -0.32
H: -0.20 -5.79 0.62
H: 0.26 -6.11 -2.40
H: 1.43 -5.53 -1.21

Properties
- total charge = +3
- Kohn-Sham gap (eV) = 7.37
- LUMO level (eV) = -8.93
- relative energy (zero: lowest compared OMol25 entry of this formula, charge and spin) (kcal per mole) = 0.4

---

5.
Computed, not measured: C2H7Cl2N2P in the gas phase, with ωB97M-V with the def2-TZVPD basis set.

Positions of all 14 atoms, in Å:
C: 0.08 2.87 0.17
N: -0.33 1.43 -0.10
P: 0.59 0.20 -0.18
Cl: 1.88 -0.25 1.30
Cl: 1.96 0.20 -1.74
N: -0.44 -1.11 -0.21
C: 0.10 -2.40 -0.44
H: 0.04 3.44 -0.76
H: -0.65 3.35 0.72
H: 1.00 3.25 0.61
H: -1.18 -0.77 -0.81
H: -0.37 -3.11 0.24
H: -0.05 -2.91 -1.33
H: 1.09 -2.39 -0.23

Properties
- SMILES = CN=P(Cl)(Cl)NC
- total charge = 0
- Kohn-Sham gap (eV) = 9.62
- LUMO level (eV) = 0.56
- relative energy (zero: lowest compared OMol25 entry of this formula, charge and spin) (kcal per mole) = 3.1

---

6.
Computed, not measured: 10 unconnected molecules or ions with the total composition C18H44F6N8O18PS3, with ωB97M-V with the def2-TZVPD basis set.

Positions of all 98 atoms, in Å:
P: -0.91 -0.32 0.28
F: -0.23 -0.66 1.72
F: -1.76 0.81 1.08
F: 0.28 0.71 0.00
F: -1.70 0.09 -1.06
F: -0.06 -1.47 -0.47
F: -2.09 -1.39 0.61
C: -2.18 -3.61 -2.62
O: -2.53 -4.68 -3.07
N: -2.68 -3.14 -1.42
N: -1.32 -2.71 -3.27
H: -2.23 -2.31 -1.03
H: -3.28 -3.72 -0.88
H: -0.69 -2.17 -2.71
H: -1.20 -2.86 -4.25
C: -0.27 -4.06 3.07
O: 0.17 -5.04 3.69
N: -1.01 -4.12 1.84
N: -0.15 -2.74 3.62
H: -1.29 -5.03 1.53
H: -1.54 -3.32 1.56
H: 0.44 -2.55 4.40
H: -0.27 -1.95 2.99
C: 3.48 -1.22 1.43
O: 4.56 -1.68 1.81
N: 2.36 -2.02 1.12
N: 3.28 0.14 1.15
H: 1.58 -1.64 0.60
H: 2.57 -3.01 1.07
H: 2.36 0.50 1.03
H: 4.05 0.76 1.20
C: -5.59 1.27 0.24
O: -6.82 1.40 0.27
N: -4.85 0.56 1.22
N: -4.82 1.88 -0.78
H: -5.32 0.34 2.07
H: -3.92 0.23 1.06
H: -3.87 1.59 -0.82
H: -5.25 2.55 -1.37
C: -1.50 1.07 4.85
C: -0.45 1.93 4.18
O: 0.74 1.14 4.28
S: 0.77 0.31 5.63
O: 1.36 1.10 6.64
O: 1.27 -0.98 5.39
O: -0.82 0.30 5.82
H: -2.05 0.42 4.16
H: -2.28 1.67 5.32
H: -0.31 2.87 4.70
H: -0.65 2.06 3.12
C: 1.00 -5.86 -1.90
C: -0.04 -5.51 -0.86
O: 0.41 -6.22 0.29
S: 2.00 -6.38 0.31
O: 2.37 -7.74 0.27
O: 2.57 -5.55 1.25
O: 2.21 -5.75 -1.17
H: 1.03 -5.10 -2.68
H: 0.79 -6.85 -2.33
H: -1.05 -5.84 -1.11
H: -0.11 -4.43 -0.67
C: 1.94 -0.38 -4.14
C: 2.34 -1.38 -3.09
O: 3.16 -0.65 -2.20
S: 3.84 0.62 -2.92
O: 5.20 0.36 -3.02
O: 3.37 1.76 -2.27
O: 3.11 0.44 -4.32
H: 1.21 0.33 -3.71
H: 1.43 -0.69 -5.05
H: 2.90 -2.20 -3.57
H: 1.53 -1.86 -2.55
C: 1.79 5.67 1.10
C: 2.56 5.81 2.43
C: 1.77 5.04 3.49
O: 0.48 4.82 2.91
C: 0.61 4.74 1.50
H: 2.50 5.28 0.39
H: 1.33 6.57 0.72
H: 2.62 6.87 2.71
H: 3.61 5.50 2.44
H: 1.67 5.66 4.38
H: 2.22 4.10 3.85
H: -0.30 5.09 0.99
H: 0.66 3.70 1.16
C: -1.59 4.20 -4.66
C: -1.66 3.65 -3.25
C: -1.38 2.10 -3.45
O: -0.77 2.02 -4.74
C: -0.42 3.32 -5.18
H: -1.27 5.23 -4.78
H: -2.47 3.93 -5.23
H: -2.62 3.77 -2.74
H: -0.86 4.01 -2.59
H: -2.43 1.78 -3.57
H: -0.91 1.68 -2.57
H: -0.21 3.43 -6.24
H: 0.49 3.60 -4.63

Properties
- total charge = -1
- Kohn-Sham gap (eV) = 8.98
- LUMO level (eV) = 1.97

---

7.
Computed, not measured: a molecular structure, C12H5Cl3F3NOOsS, with ωB97M-V with the def2-TZVPD basis set.

Positions of all 27 atoms, in Å:
Os: 0.67 0.83 0.25
F: -4.51 2.98 -2.51
C: -3.69 2.66 -1.52
F: -3.34 3.77 -0.86
F: -4.32 1.86 -0.66
C: -2.44 1.97 -2.04
C: -2.21 1.70 -3.38
C: -1.04 1.04 -3.77
C: -0.11 0.67 -2.82
N: -0.33 0.96 -1.53
C: -1.47 1.57 -1.15
S: -1.33 1.61 0.62
H: -2.94 1.99 -4.12
H: -0.86 0.81 -4.81
H: 0.81 0.16 -3.07
Cl: 4.03 -3.28 4.85
C: 3.07 -2.61 3.63
C: 3.07 -1.21 3.45
C: 2.29 -0.72 2.45
Cl: 2.17 1.01 2.13
C: 1.50 -1.51 1.63
O: 0.74 -0.96 0.66
C: 1.49 -2.90 1.83
Cl: 0.52 -3.89 0.85
C: 2.29 -3.44 2.83
H: 3.67 -0.57 4.09
H: 2.29 -4.51 2.99

Properties
- total charge = +2
- Kohn-Sham gap (spin up / spin down) (eV) = 4.80 / 4.81
- LUMO level (spin up / spin down) (eV) = -10.70 / -10.69
- relative energy (zero: lowest compared OMol25 entry of this formula, charge and spin) (kcal per mole) = 0.0

---

8.
Computed, not measured: a molecular structure, C3H3MgO2, with ωB97M-V with the def2-TZVPD basis set.

Positions of all 9 atoms, in Å:
C: 1.14 2.64 0.03
C: 0.49 1.33 -0.19
H: 2.13 2.55 0.52
H: 1.30 3.10 -0.96
H: 0.51 3.34 0.61
O: 1.44 0.18 0.20
C: 1.13 -1.11 -0.05
Mg: -1.11 0.29 -0.99
O: -0.01 -1.29 -0.60

Properties
- total charge = 0
- Kohn-Sham gap (spin up / spin down) (eV) = 4.89 / 4.87
- LUMO level (spin up / spin down) (eV) = -2.18 / -2.14
- relative energy (zero: lowest compared OMol25 entry of this formula, charge and spin) (kcal per mole) = 0.0
- spin multiplicity = 2

---

Let's list M in order: 774.1 463.5 119.2 635.7 161.0 901.8 564.8 95.4 g mol⁻¹.